This record from the OMol25 dataset describes a single C2H6N2O molecule. The level of theory is the ωB97M-V functional and the def2-TZVPD basis.

Last columns: bonded neighbours and bond lengths (Å).
Geometry (Å):
1 C 1.736 -0.365 -0.063  H3 1.117, H4 1.066, H5 1.153, N9 1.532
2 C -0.291 0.864 0.144  H6 1.104, N9 1.281, N10 1.396
3 H 1.810 -0.951 0.885  C1 1.117
4 H 2.746 -0.110 -0.292  C1 1.066
5 H 1.239 -0.980 -0.902  C1 1.153
6 H -0.867 1.806 0.149  C2 1.104
7 H -0.869 -0.852 1.003  N10 1.133
8 H -2.856 -0.179 -0.891  O11 0.967
9 N 0.970 0.962 -0.058  C1 1.532, C2 1.281
10 N -1.080 -0.284 0.045  C2 1.396, H7 1.133, O11 1.505
11 O -2.537 0.090 -0.018  H8 0.967, N10 1.505

Total charge: 0
Frontier orbital gap, eV: 10.60
Lowest unoccupied orbital energy, eV: 0.9
Spin multiplicity: 1
SMILES: C/N=C\NO
HOMO level, eV: -9.7040
E_tot, hartree: -264.445298
Energy above the lowest of the compared OMol25 structures with the same formula, charge and spin, kJ/mol: 372.9